1.
# C23H58B3O17P3

A 4-piece molecular cluster, C23H58B3O17P3 overall (ωB97M-V/def2-TZVPD, the Open Molecules 2025 dataset).

Structure (SMILES): CCOP(=O)(OCC)OCC.CCOP(=O)(OCC)OCC.CCOP(=O)(OCC)OCC.CCOCCOCB1OBOBO1
Lowest unoccupied orbital energy in eV: -1.4
Calculated total energy in eV: -89496.5091

Structure (ORCA input):
```
! wB97M-V def2-TZVPD RIJCOSX def2/J DEFGRID3
* xyz 0 1
C -1.79236 -2.34657 3.14752
C -3.21142 -2.88450 3.17598
O -3.57219 -3.52018 1.95695
P -2.70650 -4.83964 1.46303
O -3.18212 -5.80340 2.55340
O -3.69795 -5.45209 0.27841
C -3.94610 -6.85868 0.22805
C -5.32390 -7.16739 0.78696
O -1.91590 -3.91362 0.27173
C -2.58455 -3.26259 -0.81210
C -3.24313 -1.94261 -0.45260
H -1.06519 -3.16597 3.13596
H -1.59713 -1.72878 4.02607
H -1.61438 -1.74859 2.25288
H -3.34810 -3.57681 4.01150
H -3.91041 -2.05695 3.31856
H -3.17044 -7.41011 0.75986
H -3.89616 -7.16885 -0.81908
H -5.50958 -6.64891 1.72867
H -5.44656 -8.24056 0.94903
H -6.09663 -6.83255 0.09051
H -3.28720 -3.92178 -1.31845
H -1.79882 -3.05103 -1.54273
H -4.19807 -2.09803 0.05064
H -3.45571 -1.36559 -1.35568
H -2.61012 -1.34299 0.20150
C -4.92818 -5.14036 -3.75684
C -6.30432 -5.12265 -4.39644
O -6.76402 -3.80192 -4.65139
P -5.89076 -2.83929 -5.67421
O -6.19083 -3.60549 -6.96533
O -6.97442 -1.61593 -5.97071
C -7.15211 -1.14491 -7.30867
C -8.44031 -1.69847 -7.89183
O -5.28616 -1.93809 -4.36018
C -6.10015 -1.18162 -3.46040
C -6.77757 -2.00315 -2.37765
H -4.16393 -4.80503 -4.46688
H -4.66955 -6.14860 -3.42717
H -4.88341 -4.46947 -2.89826
H -6.31044 -5.70420 -5.32265
H -7.02609 -5.58171 -3.71663
H -6.29373 -1.40287 -7.92934
H -7.20340 -0.05367 -7.27391
H -8.54648 -2.76863 -7.70831
H -8.48702 -1.52249 -8.96878
H -9.30264 -1.21637 -7.42526
H -6.82171 -0.55531 -3.98226
H -5.41006 -0.49043 -2.96796
H -7.66226 -2.51346 -2.75799
H -7.11594 -1.35519 -1.56380
H -6.10368 -2.75604 -1.96556
C 10.01772 1.70680 5.71295
C 8.59622 1.72974 5.18113
O 8.14552 3.04836 4.90175
P 8.95791 3.94205 3.77179
O 8.54344 3.12575 2.54467
O 7.88166 5.17735 3.50086
C 7.61207 5.59223 2.15902
C 6.27169 5.04520 1.70111
O 9.67999 4.88625 4.99362
C 8.95267 5.70296 5.91446
C 8.33910 4.95069 7.08310
H 10.73071 1.99157 4.93145
H 10.27998 0.70816 6.06743
H 10.14400 2.41368 6.53380
H 8.50602 1.10809 4.28587
H 7.92014 1.31887 5.93469
H 8.41471 5.28508 1.48813
H 7.58729 6.68504 2.14640
H 6.15467 3.98772 1.94100
H 6.14644 5.17343 0.62389
H 5.45791 5.56949 2.20873
H 8.20816 6.32253 5.41748
H 9.69291 6.39765 6.32071
H 7.41712 4.44685 6.79372
H 8.07828 5.64744 7.88506
H 9.02378 4.20069 7.48141
C 3.58570 1.49969 0.81246
C 3.98761 1.81527 -0.70684
O 4.48621 3.16256 -0.72200
C 3.74303 4.01247 -1.59519
C 2.56416 4.79778 -0.85572
O 1.62738 3.81543 -0.39691
C 0.29715 4.34929 -0.23066
B -0.71620 3.11947 -0.57310
O -0.64846 1.89721 0.19925
B -0.67883 0.84067 -0.78869
O -1.94800 0.66757 -1.44758
B -2.52562 1.99017 -1.43123
O -1.66829 3.14186 -1.64061
H 2.67224 2.08516 1.13333
H 4.44132 1.90702 1.43320
H 3.39616 0.40423 0.98720
H 4.72788 1.04045 -1.04387
H 3.01891 1.71820 -1.29169
H 3.39324 3.49982 -2.54016
H 4.45965 4.82835 -1.93646
H 3.04891 5.32719 0.02271
H 2.14256 5.54659 -1.58307
H 0.09057 5.27552 -0.83191
H 0.15263 4.54894 0.88108
H 0.26348 0.17759 -1.05527
H -3.68371 2.15183 -1.22069
*
```

2.
# C3H5O3

A 2-piece molecular cluster, C3H5O3 overall (ωB97M-V/def2-TZVPD, the Open Molecules 2025 dataset).

Lowest unoccupied orbital energy in eV: -5.0
Calculated total energy in eV: -9318.4840

Structure (ORCA input):
```
! wB97M-V def2-TZVPD RIJCOSX def2/J DEFGRID3
* xyz 1 1
C -1.66654 1.07592 -0.10206
C -0.97438 -0.19173 0.19418
C 0.93663 -1.15244 -0.07767
O -2.06675 -1.06530 0.31646
O 1.70577 -0.22661 -0.55771
O -1.98801 -0.14387 -0.83573
H -2.44575 1.43881 0.54123
H -1.18890 1.89064 -0.60510
H 0.49550 -1.76594 -0.88760
H 1.02188 -1.33490 0.91179
H 1.99863 0.24244 0.22963
*
```

3.
# C5H17N2O

A 2-piece molecular cluster, C5H17N2O overall (ωB97M-V/def2-TZVPD, the Open Molecules 2025 dataset).

Lowest unoccupied orbital energy in eV: -2.9
Calculated total energy in eV: -10482.0806

Structure (ORCA input):
```
! wB97M-V def2-TZVPD RIJCOSX def2/J DEFGRID3
* xyz 1 1
C -1.39306 2.23372 0.67996
C -0.72953 0.81848 0.32841
C -0.31289 -0.00837 1.52027
C -0.06621 -1.46416 1.08479
C 2.03775 -2.55556 0.20147
N 0.94610 -1.61807 -0.02952
N 0.45045 1.06239 -0.52613
H -0.59456 2.88238 1.03484
H -2.08348 1.95884 1.47061
H -1.83386 2.55519 -0.25297
H -1.49246 0.35270 -0.30883
H -1.23108 -0.04968 2.14558
H 0.42110 0.49953 2.15983
H 0.25850 -2.08110 1.92490
H -1.01016 -1.69826 0.59448
H 2.00398 -3.25840 1.03448
H 2.38191 -3.04577 -0.70405
H 2.92568 -1.97729 0.54048
H 0.41122 -1.98321 -0.80917
H 0.88223 0.14620 -0.80728
H 1.18878 1.61602 -0.09300
H 0.21160 1.48120 -1.44259
H -1.02448 2.06737 -3.62016
H -1.37138 0.61929 -3.23123
O -0.97618 1.44654 -2.89518
*
```

Number 1: HOMO level -9.50 eV, strongest force on any atom 8.6 eV/A. Number 2: HOMO level -15.18 eV, strongest force on any atom 5.5 eV/A. Number 3: HOMO level -12.98 eV, strongest force on any atom 3.0 eV/A.